No. 1
Here is 4 unconnected molecules or ions with the total composition C4H14NO5S at a distorted geometry from the OMol25 dataset. Energies are from ωB97M-V/def2-TZVPD.

Geometry as ORCA input:
```
! wB97M-V def2-TZVPD RIJCOSX def2/J DEFGRID3
* xyz 0 2
O -1.549 -3.588 -1.987
C -0.528 -3.034 -1.701
C -0.485 -1.640 -1.066
C -1.450 -1.490 0.104
S -3.206 -1.376 -0.354
N 0.932 -1.434 -0.681
C 1.367 -0.001 -0.600
O 0.662 0.562 0.400
H 0.464 -3.510 -1.867
H -0.680 -0.933 -1.891
H -1.243 -0.537 0.590
H -1.281 -2.277 0.834
H -3.275 -2.477 -1.112
H 1.109 -1.852 0.234
H 2.448 -0.006 -0.384
H 1.172 0.477 -1.568
H 1.544 1.224 1.513
H 1.447 1.365 3.061
O 1.963 1.685 2.289
H 1.288 3.333 2.019
H 0.261 3.822 1.013
O 0.742 4.123 1.809
H -0.002 1.978 -0.072
H -1.324 2.740 -0.216
O -0.374 2.846 -0.367
*
```

Computed properties:
⟨S²⟩   0.7584
E_LUMO (alpha / beta)   -0.003 / -0.150 Eh
Electronic energy   -26934.855 eV
Gap between HOMO and LUMO (alpha / beta)   9.59 / 5.60 eV
Energy relative to the best compared isomer or geometry (same formula, charge and spin)   0.000 eV

=====

No. 2
Here is 2 unconnected molecules or ions with the total composition C4H14NOS at a distorted geometry from the OMol25 dataset. Energies are from ωB97M-V/def2-TZVPD.

Geometry as ORCA input:
```
! wB97M-V def2-TZVPD RIJCOSX def2/J DEFGRID3
* xyz 1 1
C -0.908 -0.123 0.958
C -1.282 1.074 0.083
C -0.380 1.337 -1.139
S 1.375 0.705 -0.861
C 2.156 2.050 -0.301
N -0.770 -1.218 -0.025
H 0.100 -0.145 1.450
H -1.768 -0.146 1.758
H -1.383 2.006 0.748
H -2.286 0.988 -0.355
H -0.452 2.408 -1.325
H -0.542 0.942 -2.098
H 2.718 2.584 -1.094
H 2.964 1.977 0.411
H 1.527 2.877 0.141
H -1.633 -1.580 -0.473
H -0.141 -0.939 -0.887
H -0.122 -2.051 0.383
H -0.149 -4.700 1.212
H 0.967 -4.112 0.727
O 0.008 -3.934 0.687
*
```

Computed properties:
E_LUMO   -0.113 Eh
Electronic energy   -18739.928 eV
Gap between HOMO and LUMO   9.17 eV
Energy relative to the best compared isomer or geometry (same formula, charge and spin)   2.260 eV

=====

No. 3
Here is 2 unconnected molecules or ions with the total composition C4H14NOS at a distorted geometry from the OMol25 dataset. Energies are from ωB97M-V/def2-TZVPD.

Geometry as ORCA input:
```
! wB97M-V def2-TZVPD RIJCOSX def2/J DEFGRID3
* xyz 1 1
C -0.486 -0.855 0.933
C 0.759 -1.383 0.091
C 1.209 -0.524 -1.055
S 1.303 1.217 -0.541
C 3.004 1.162 -0.077
N -1.453 -0.133 -0.065
H -0.232 -0.068 1.683
H -1.020 -1.573 1.524
H 1.543 -1.686 0.730
H 0.458 -2.363 -0.257
H 2.182 -1.008 -1.260
H 0.672 -0.843 -2.150
H 3.237 2.109 0.339
H 3.183 0.274 0.550
H 3.757 1.007 -0.826
H -1.717 -0.756 -0.837
H -0.981 0.704 -0.518
H -2.315 0.089 0.450
H -4.565 1.774 1.191
H -4.544 1.383 -0.340
O -3.994 1.471 0.437
*
```

Computed properties:
E_LUMO   -0.115 Eh
Electronic energy   -18740.609 eV
Gap between HOMO and LUMO   9.30 eV
Energy relative to the best compared isomer or geometry (same formula, charge and spin)   1.579 eV

=====

No. 4
Here is 2 unconnected molecules or ions with the total composition C4H14NOS2 at a distorted geometry from the OMol25 dataset. Energies are from ωB97M-V/def2-TZVPD.

Geometry as ORCA input:
```
! wB97M-V def2-TZVPD RIJCOSX def2/J DEFGRID3
* xyz 1 1
N -0.308 1.179 -2.223
C 1.116 0.957 -1.705
C 1.473 -0.482 -1.552
S 0.223 -1.574 -0.602
S -0.818 -0.457 0.781
C 0.387 -0.257 2.278
C 0.021 -1.354 3.281
H -0.653 2.128 -1.990
H -0.270 0.831 -3.173
H -0.915 0.666 -1.566
H 1.408 1.666 -0.911
H 1.639 1.324 -2.606
H 2.445 -0.602 -1.019
H 1.721 -0.989 -2.469
H 1.349 -0.390 1.809
H 0.229 0.720 2.677
H -0.843 -1.191 3.930
H 0.849 -1.337 3.984
H 0.030 -2.353 2.870
H -0.456 3.716 -0.674
H -1.932 3.569 -0.061
O -1.189 3.113 -0.461
*
```

Computed properties:
E_LUMO   -0.117 Eh
Electronic energy   -29576.421 eV
Gap between HOMO and LUMO   9.10 eV
Energy relative to the best compared isomer or geometry (same formula, charge and spin)   0.951 eV

=====

No. 5
Here is 2 unconnected molecules or ions with the total composition C4H14NS from the OMol25 dataset. Energies are from ωB97M-V/def2-TZVPD.

Geometry as ORCA input:
```
! wB97M-V def2-TZVPD RIJCOSX def2/J DEFGRID3
* xyz 1 1
C -0.734 -2.658 -0.835
N 0.399 -2.944 -1.753
C 1.284 -1.767 -2.039
H -1.317 -3.561 -0.682
H -0.359 -2.329 0.130
H -1.342 -1.878 -1.285
H 0.020 -3.232 -2.650
H 0.958 -3.707 -1.400
H 0.697 -1.032 -2.585
H 2.118 -2.124 -2.633
H 1.653 -1.329 -1.116
C 0.308 0.587 1.096
S -0.106 2.189 1.828
C -0.943 2.904 0.386
H 0.819 0.761 0.146
H -0.606 0.019 0.904
H 0.951 -0.017 1.730
H -1.167 3.919 0.704
H -0.273 2.917 -0.470
H -1.856 2.352 0.182
*
```

Computed properties:
E_LUMO   -0.138 Eh
Electronic energy   -16693.346 eV
Gap between HOMO and LUMO   7.35 eV
Energy relative to the best compared isomer or geometry (same formula, charge and spin)   0.845 eV

=====

No. 6
Here is 3 unconnected molecules or ions with the total composition C4H14O2S at a distorted geometry from the OMol25 dataset. Energies are from ωB97M-V/def2-TZVPD.

Geometry as ORCA input:
```
! wB97M-V def2-TZVPD RIJCOSX def2/J DEFGRID3
* xyz 0 1
C -1.175 2.510 1.092
C -0.518 1.373 0.291
C -1.477 0.190 0.101
C -0.747 -1.149 0.095
S -1.457 -2.418 -1.034
H -1.426 3.369 0.471
H -2.032 2.175 1.662
H -0.519 2.894 1.856
H 0.397 1.008 0.768
H -0.246 1.762 -0.693
H -1.970 0.311 -0.864
H -2.215 0.266 0.897
H -0.777 -1.691 1.041
H 0.296 -1.052 -0.187
H -0.961 -1.942 -2.178
O 3.009 1.858 -0.787
H 2.177 1.373 -0.706
H 2.935 2.111 -1.721
O 2.707 -0.510 1.226
H 2.710 -0.054 2.072
H 2.860 0.060 0.474
*
```

Computed properties:
E_LUMO   0.017 Eh
Electronic energy   -19304.854 eV
Gap between HOMO and LUMO   9.43 eV
SMILES string   CCCCS.O.O
Energy relative to the best compared isomer or geometry (same formula, charge and spin)   0.690 eV

=====

No. 7
Here is 3 unconnected molecules or ions with the total composition C4H14O2S at a distorted geometry from the OMol25 dataset. Energies are from ωB97M-V/def2-TZVPD.

Geometry as ORCA input:
```
! wB97M-V def2-TZVPD RIJCOSX def2/J DEFGRID3
* xyz 1 2
C 1.735 -0.823 -2.196
C 0.693 -1.344 -1.155
C -0.007 -0.105 -0.659
C -1.281 -0.333 0.172
S -1.904 1.384 0.610
H 2.343 -1.696 -2.623
H 1.209 -0.380 -3.073
H 2.300 -0.188 -1.574
H 1.205 -2.008 -0.494
H -0.098 -2.047 -1.695
H -0.116 0.606 -1.502
H 0.745 0.364 -0.050
H -1.207 -0.907 1.174
H -2.009 -0.856 -0.438
H -1.900 1.797 -0.658
H -0.040 3.750 0.455
H -0.497 3.121 1.710
O 0.316 3.415 1.298
H -0.442 -1.667 4.226
H -0.886 -0.714 3.105
O -0.161 -1.369 3.367
*
```

Computed properties:
⟨S²⟩   0.7540
E_LUMO (alpha / beta)   -0.157 / -0.335 Eh
Electronic energy   -19295.116 eV
Gap between HOMO and LUMO (alpha / beta)   10.76 / 5.91 eV
Energy relative to the best compared isomer or geometry (same formula, charge and spin)   1.622 eV

=====

No. 8
Here is 4 unconnected molecules or ions with the total composition C4H14O3 at a distorted geometry from the OMol25 dataset. Energies are from ωB97M-V/def2-TZVPD.

Geometry as ORCA input:
```
! wB97M-V def2-TZVPD RIJCOSX def2/J DEFGRID3
* xyz 0 1
C 1.949 -0.679 0.967
C 1.234 0.308 0.437
C -0.119 0.103 -0.207
C -1.217 -0.766 0.430
H 2.988 -0.475 1.209
H 1.601 -1.700 1.126
H 1.645 1.310 0.454
H -0.554 1.097 -0.310
H 0.118 -0.306 -1.194
H -1.105 -1.789 0.071
H -1.185 -0.802 1.517
H -2.193 -0.382 0.135
O 0.423 3.473 -0.912
H -0.109 3.238 -1.682
H 1.308 3.338 -1.287
O 0.565 -3.409 1.554
H 0.640 -3.322 2.511
H -0.272 -3.875 1.440
O -2.182 1.628 -2.356
H -1.719 2.242 -1.783
H -1.816 0.769 -2.120
*
```

Computed properties:
E_LUMO   0.023 Eh
Electronic energy   -10516.320 eV
Gap between HOMO and LUMO   9.99 eV
SMILES string   C=CCC.O.O.O
Energy relative to the best compared isomer or geometry (same formula, charge and spin)   1.609 eV

=====

No. 9
Here is 4 unconnected molecules or ions with the total composition C4H14O3 at a distorted geometry from the OMol25 dataset. Energies are from ωB97M-V/def2-TZVPD.

Geometry as ORCA input:
```
! wB97M-V def2-TZVPD RIJCOSX def2/J DEFGRID3
* xyz 0 1
C 1.902 2.350 -2.070
C 0.609 2.311 -1.602
C -0.167 1.166 -0.805
C -0.235 -0.170 -1.513
H 2.175 2.791 -3.080
H 2.694 1.683 -1.631
H 0.032 3.210 -1.968
H -1.207 1.345 -0.446
H 0.407 0.986 0.165
H -0.557 0.107 -2.575
H -1.068 -0.714 -1.010
H 0.757 -0.589 -1.564
O -0.520 0.670 2.727
H -0.636 1.313 3.397
H 0.400 0.827 2.550
O 0.310 -4.328 1.743
H -0.521 -3.721 1.701
H 0.291 -5.000 2.427
O -1.724 -1.770 1.091
H -1.142 -1.545 1.853
H -1.801 -0.922 0.610
*
```

Computed properties:
E_LUMO   0.016 Eh
Electronic energy   -10515.321 eV
Gap between HOMO and LUMO   9.76 eV
SMILES string   C=CCC.O.O.O
Energy relative to the best compared isomer or geometry (same formula, charge and spin)   2.608 eV

=====

No. 10
Here is 4 unconnected molecules or ions with the total composition C4H14O3 at a distorted geometry from the OMol25 dataset. Energies are from ωB97M-V/def2-TZVPD.

Geometry as ORCA input:
```
! wB97M-V def2-TZVPD RIJCOSX def2/J DEFGRID3
* xyz 0 1
C -1.615 -1.037 -1.420
C -1.128 -0.847 -0.196
C -0.029 0.195 -0.017
C -0.531 1.213 1.030
H -2.431 -1.726 -1.633
H -1.251 -0.526 -2.303
H -1.328 -1.524 0.624
H 0.827 -0.365 0.358
H 0.175 0.734 -0.937
H -1.561 1.491 0.866
H -0.487 0.773 2.033
H 0.226 1.997 1.113
O 2.334 -2.699 -0.107
H 3.211 -2.312 -0.214
H 1.988 -2.797 -1.000
O -3.453 2.343 0.079
H -2.643 2.764 -0.214
H -3.327 1.398 0.180
O 3.509 -0.005 0.442
H 4.008 0.655 -0.048
H 3.508 0.274 1.367
*
```

Computed properties:
E_LUMO   0.018 Eh
Electronic energy   -10516.404 eV
Gap between HOMO and LUMO   10.09 eV
SMILES string   C=CCC.O.O.O
Energy relative to the best compared isomer or geometry (same formula, charge and spin)   1.525 eV

=====

No. 11
Here is 4 unconnected molecules or ions with the total composition C4H14O3 at a distorted geometry from the OMol25 dataset. Energies are from ωB97M-V/def2-TZVPD.

Geometry as ORCA input:
```
! wB97M-V def2-TZVPD RIJCOSX def2/J DEFGRID3
* xyz 1 2
C 2.109 0.348 0.963
C 1.501 1.363 0.235
C 0.356 2.076 0.670
C -0.412 3.108 -0.176
H 1.772 0.417 2.025
H 1.933 -0.662 0.627
H 3.246 0.491 0.870
H 1.776 1.519 -0.761
H 0.174 1.977 1.693
H -1.307 3.404 0.338
H 0.375 3.977 -0.224
H -0.537 3.049 -1.327
H -3.506 -0.030 0.574
H -3.254 -1.365 1.296
O -2.876 -0.701 0.638
H 0.419 -3.035 -0.630
H 1.165 -2.695 -1.901
O 1.257 -3.156 -1.170
H -1.622 -1.333 -0.262
H -0.661 -1.222 -1.395
O -1.043 -1.876 -0.853
*
```

Computed properties:
⟨S²⟩   0.7525
E_LUMO (alpha / beta)   -0.180 / -0.305 Eh
Electronic energy   -10507.010 eV
Gap between HOMO and LUMO (alpha / beta)   8.56 / 5.15 eV
Energy relative to the best compared isomer or geometry (same formula, charge and spin)   1.554 eV

=====

No. 12
Here is 5 unconnected molecules or ions with the total composition C4H14O4 at a distorted geometry from the OMol25 dataset. Energies are from ωB97M-V/def2-TZVPD.

Geometry as ORCA input:
```
! wB97M-V def2-TZVPD RIJCOSX def2/J DEFGRID3
* xyz 0 1
C 0.870 1.031 1.546
C -0.040 1.451 0.679
C -0.664 0.660 -0.408
C -1.493 1.203 -1.290
H 1.074 -0.033 1.650
H 1.347 1.580 2.348
H -0.561 2.399 0.816
H -0.344 -0.366 -0.553
H -1.837 0.565 -2.108
H -2.035 2.137 -1.348
O -0.268 -2.191 1.825
H -0.494 -1.734 2.668
H -0.400 -3.129 1.976
O -2.808 -1.483 0.692
H -2.867 -0.953 -0.107
H -1.912 -1.840 0.647
O 1.571 -1.385 -1.742
H 2.130 -1.861 -1.123
H 1.835 -0.464 -1.569
O 2.610 1.247 -1.510
H 1.958 1.392 -0.817
H 2.328 1.772 -2.273
*
```

Computed properties:
E_LUMO   0.018 Eh
Electronic energy   -12563.620 eV
Gap between HOMO and LUMO   9.84 eV
SMILES string   C=CC=C.O.O.O.O
Energy relative to the best compared isomer or geometry (same formula, charge and spin)   1.408 eV